{
  "formula": "C13H29BFNO5S",
  "method": "ωB97M-V with the def2-TZVPD basis set",
  "elements": ["H", "H", "C", "H", "C", "N", "C", "H", "H", "O", "C", "H", "H", "H", "F", "C", "B", "C", "H", "O", "H", "H", "H", "H", "H", "C", "H", "C", "O", "H", "H", "S", "H", "H", "H", "H", "H", "C", "C", "C", "H", "H", "H", "H", "H", "H", "O", "O", "H", "C", "C"],
  "coordinates": [[4.233, 0.553, -0.723], [-1.677, 2.320, 1.901], [-2.550, 0.407, 1.489], [1.485, -0.714, -1.204], [3.204, 0.368, -0.403], [2.439, -2.954, -1.778], [-0.075, 1.015, 1.267], [3.431, -3.230, -4.254], [2.069, -1.399, 2.351], [-3.462, 3.402, -0.271], [-3.800, 4.151, -1.416], [2.703, 1.337, -0.330], [1.282, -1.185, 0.820], [0.227, 1.944, 0.783], [2.155, -5.184, -0.853], [-4.487, 2.128, 1.508], [1.900, -3.527, -3.049], [-3.907, 0.812, 2.059], [3.664, 0.502, 1.657], [0.788, -4.329, -3.008], [-4.086, 3.505, -2.252], [-1.263, 1.072, 3.081], [-3.765, 0.953, 3.134], [-0.037, -3.867, -2.828], [-2.926, 4.730, -1.705], [3.273, -1.719, -1.896], [-0.257, 0.276, 0.484], [2.504, -0.451, -1.485], [2.467, -3.236, -4.251], [2.416, 0.188, -2.367], [1.768, 1.346, 2.326], [3.126, -3.983, -0.703], [-5.350, 2.584, -0.420], [3.950, -1.096, 1.031], [-4.635, 0.007, 1.947], [-4.020, 1.441, -0.512], [-2.530, 0.422, 0.398], [3.246, -0.263, 0.995], [1.886, -0.665, 1.565], [-1.403, 1.269, 2.016], [-4.628, 4.834, -1.201], [-2.356, -0.632, 1.776], [-4.038, 2.982, 2.014], [3.624, -1.619, -2.919], [0.695, 0.240, 3.138], [4.163, -1.816, -1.272], [4.394, -4.430, -1.172], [2.987, -3.491, 0.618], [-5.549, 2.150, 1.759], [-4.368, 2.343, 0.000], [1.086, 0.509, 2.156]],
  "nbo_charge": [0.200, 0.205, -0.394, 0.215, -0.393, -0.960, -0.387, 0.502, 0.218, -0.551, -0.244, 0.206, 0.196, 0.203, -0.463, -0.430, 1.241, -0.393, 0.202, -0.909, 0.164, 0.193, 0.204, 0.510, 0.191, -0.227, 0.186, -0.420, -0.884, 0.210, 0.196, 2.557, 0.166, 0.211, 0.200, 0.165, 0.192, -0.399, -0.404, -0.402, 0.166, 0.201, 0.221, 0.204, 0.201, 0.215, -0.918, -0.904, 0.208, -0.064, -0.404],
  "gap_ev": 9.984,
  "charge": 0,
  "smiles": "COCCCCCCCCCCCCN(B(O)O)S(=O)(=O)F",
  "e_tot_ha": -1466.675268,
  "e_above_lowest_kcal_mol": 0.0
}



{
  "formula": "C13H30BeGaO",
  "method": "ωB97M-V with the def2-TZVPD basis set",
  "elements": ["H", "H", "C", "C", "H", "H", "H", "H", "C", "H", "C", "Ga", "H", "H", "H", "O", "H", "H", "H", "C", "H", "C", "H", "H", "H", "C", "H", "C", "H", "Be", "C", "C", "C", "C", "H", "H", "H", "H", "H", "H", "H", "H", "H", "H", "C", "H"],
  "coordinates": [[2.270, 1.834, 0.166], [-0.187, 1.516, 1.825], [-3.846, 0.335, -0.265], [2.090, 1.624, -0.887], [-3.863, -0.146, 1.839], [-6.946, -1.172, -2.198], [-2.519, -0.820, 0.950], [0.767, -0.079, -0.752], [4.263, 0.431, -0.297], [2.057, -3.716, -0.301], [-0.381, 1.709, -0.275], [-6.481, -0.689, -0.730], [-4.085, -1.809, -0.356], [3.717, 1.078, -2.239], [-3.114, 0.686, -1.000], [3.124, -2.763, 1.197], [4.009, -2.067, -0.541], [4.361, -0.231, 1.780], [4.632, 1.423, 0.124], [-0.771, 1.028, 1.047], [-4.151, -1.037, -1.921], [3.808, -0.438, 0.865], [-4.584, 1.143, -0.160], [2.754, -0.289, 1.089], [-6.925, -1.695, 0.457], [-2.233, 1.241, 1.436], [5.032, -2.215, 0.876], [3.227, 0.673, -1.362], [2.789, -0.276, -1.660], [5.251, 2.415, 1.268], [4.043, -1.923, 0.540], [-3.151, 0.055, 1.047], [1.932, -2.948, 0.461], [0.724, 0.964, -1.040], [-2.337, 1.482, 2.484], [1.673, -2.021, -0.054], [-2.596, 2.112, 0.893], [0.496, 0.995, -2.102], [-1.262, 1.766, -0.906], [-7.062, 0.748, -0.353], [-0.486, -0.020, 1.070], [-0.026, 2.707, -0.053], [1.118, -3.187, 1.132], [2.125, 2.525, -1.482], [-4.397, -0.912, -0.876], [5.143, -0.039, -0.734]],
  "lowdin_charge": [0.098, 0.113, -0.249, -0.187, 0.126, -0.006, 0.110, 0.082, -0.281, 0.094, -0.183, 0.555, 0.083, 0.114, 0.138, -0.169, 0.120, 0.091, -0.122, -0.193, 0.081, -0.183, 0.120, 0.111, -0.011, -0.177, 0.131, -0.182, 0.109, 0.553, -0.226, -0.175, -0.094, -0.205, 0.113, 0.056, 0.111, 0.116, 0.090, -0.064, 0.102, 0.116, 0.089, 0.116, -0.153, 0.124],
  "gap_ev": 1.317,
  "charge": 1,
  "e_tot_ha": -2527.448436
}



{
  "formula": "C13H30Br3N2O6P",
  "method": "ωB97M-V with the def2-TZVPD basis set",
  "elements": ["H", "N", "H", "H", "H", "Br", "C", "C", "H", "C", "Br", "H", "H", "O", "H", "C", "H", "O", "H", "H", "H", "H", "C", "C", "C", "H", "C", "H", "H", "H", "P", "H", "C", "C", "H", "Br", "O", "O", "H", "C", "H", "H", "H", "H", "H", "C", "O", "H", "H", "H", "H", "O", "H", "C", "N"],
  "coordinates": [[-0.881, 5.047, -0.982], [-2.713, -0.308, 2.340], [-3.918, -0.724, 0.705], [-0.936, 5.504, -3.470], [-4.421, 3.730, -3.608], [-2.221, -4.388, 0.581], [6.990, -4.550, 0.322], [-0.721, -4.779, 1.874], [-4.245, 1.861, -1.777], [-3.076, 1.081, 2.246], [1.001, -3.940, 1.311], [0.776, 5.653, -3.505], [0.858, 4.946, -1.191], [-2.416, 2.646, -2.397], [7.419, -4.983, 1.226], [6.084, -2.277, 0.412], [-0.931, -4.180, 2.760], [-0.133, 3.524, -2.194], [6.566, -5.402, -0.210], [7.828, -4.098, -0.208], [5.059, -4.660, 2.399], [-0.242, 0.063, 0.451], [-0.095, 4.842, -1.709], [-0.137, -0.583, -0.421], [-0.087, 5.809, -2.858], [-0.199, 6.831, -2.498], [0.525, 0.342, -1.512], [0.948, -0.242, -2.330], [-5.251, 4.155, -2.086], [1.319, 0.993, -1.148], [-1.049, 2.441, -1.529], [3.854, -3.819, 1.440], [-3.646, -1.164, 1.664], [-4.300, 3.865, -2.533], [4.451, -5.162, 0.808], [-0.432, -6.664, 2.477], [-0.376, 1.158, -2.204], [-1.010, 2.447, -0.034], [-1.140, -0.921, -0.682], [-3.645, 2.769, -1.719], [-1.229, 0.043, 3.672], [5.151, -1.702, 0.514], [-4.040, 1.217, 2.735], [-4.513, -1.310, 2.309], [0.425, -1.419, -0.005], [-1.689, -0.791, 3.119], [7.165, -1.789, 0.158], [-3.247, -2.140, 1.389], [-3.731, 4.790, -2.441], [-3.521, 3.093, -0.686], [-2.255, 1.748, 2.509], [-1.374, -1.977, 3.237], [-3.349, 1.283, 1.210], [4.821, -4.319, 1.391], [5.929, -3.592, 0.677]],
  "nbo_charge": [0.180, -0.425, 0.196, 0.211, 0.223, 0.067, -0.421, -0.426, 0.179, -0.404, 0.044, 0.217, 0.180, -0.788, 0.190, 0.533, 0.245, -0.816, 0.194, 0.241, 0.205, 0.225, -0.063, -0.661, -0.628, 0.217, -0.053, 0.186, 0.207, 0.180, 2.554, 0.214, -0.430, -0.623, 0.205, 0.080, -0.802, -1.101, 0.213, -0.074, 0.118, 0.112, 0.186, 0.195, 0.230, 0.547, -0.614, 0.236, 0.206, 0.194, 0.232, -0.660, 0.200, -0.422, -0.439],
  "gap_ev": 8.663,
  "charge": 0,
  "smiles": "CCOP(=O)(OCC)OCC.BrC(Br)Br.CN(C)C=O.CN(C)C=O",
  "e_tot_ha": -9137.720705
}



{
  "formula": "C13H30CsF13LiMgN5O8P2",
  "method": "ωB97M-V with the def2-TZVPD basis set",
  "elements": ["H", "O", "H", "F", "F", "C", "H", "H", "H", "H", "F", "F", "N", "N", "H", "O", "C", "H", "H", "C", "F", "Cs", "C", "F", "H", "C", "P", "C", "H", "C", "N", "F", "F", "H", "H", "H", "C", "H", "H", "H", "O", "O", "Li", "H", "O", "O", "F", "H", "F", "H", "O", "N", "H", "F", "C", "H", "C", "H", "H", "H", "C", "P", "H", "Mg", "H", "F", "C", "H", "H", "F", "H", "N", "C", "O"],
  "coordinates": [[-2.181, -3.441, 0.272], [0.328, -2.703, 0.674], [2.474, -6.985, 2.643], [7.575, 3.970, -1.565], [1.852, -1.842, 3.120], [-5.253, 6.408, 0.546], [1.233, -8.828, -0.079], [3.551, -0.683, -0.351], [-3.835, 7.206, -0.858], [-2.042, -0.476, -1.201], [4.863, 5.021, -1.022], [6.326, 2.189, -1.115], [0.230, 1.408, 0.078], [-1.879, 1.341, 0.121], [-2.866, 1.565, 0.301], [2.336, -10.050, 1.798], [2.177, -8.842, 1.725], [-2.637, -0.725, -7.471], [3.335, 1.953, -0.560], [-4.035, 7.243, 0.212], [5.164, 3.189, 0.307], [-0.905, -0.970, 3.131], [-1.550, -4.199, 0.789], [-2.729, -4.137, -1.719], [-0.955, -2.816, 2.288], [-0.479, -3.479, 1.567], [2.839, -3.164, 3.469], [3.126, 0.040, 0.332], [-2.181, -4.803, 1.447], [-4.492, 4.107, 0.803], [1.562, -8.239, 0.662], [4.464, -3.094, 3.715], [6.733, 4.774, 0.181], [-1.593, 0.214, -5.234], [-3.972, 5.381, 2.513], [-0.225, -2.005, 0.311], [-3.658, 4.473, 2.006], [-2.214, 1.841, -5.624], [2.240, 0.932, -1.456], [-2.619, 4.575, 1.693], [-1.059, -5.009, -0.204], [-4.552, 2.962, 0.425], [3.731, 6.017, 0.459], [-6.117, 6.792, 0.010], [1.497, 1.854, 0.345], [-4.030, 0.031, -6.239], [1.404, -3.828, 4.003], [-3.142, 6.876, 0.721], [5.551, 3.746, -2.529], [0.187, -4.162, 2.087], [-0.811, 1.101, -6.868], [2.600, -7.979, 2.699], [3.057, -8.372, 3.498], [2.909, -2.484, 4.976], [-1.423, 0.286, -0.666], [-5.504, 6.441, 1.606], [-1.699, 0.957, -6.048], [-0.814, 2.897, 1.193], [-4.194, 8.280, 0.505], [1.427, -7.248, 0.597], [2.545, 1.213, -0.456], [6.059, 3.802, -0.977], [2.349, -0.413, 0.942], [-3.837, -0.504, -1.777], [-0.294, -4.570, -0.588], [3.096, -4.752, 3.104], [-0.798, 2.025, 0.573], [-3.245, 0.874, -7.883], [-3.746, 3.662, 2.730], [3.197, -2.868, 1.890], [3.892, 0.422, 0.996], [-0.117, 0.379, -0.635], [-3.117, 0.171, -7.037], [-5.105, 5.051, 0.101]],
  "lowdin_charge": [0.087, -0.095, 0.068, -0.170, -0.359, -0.213, 0.100, 0.099, 0.087, -0.142, -0.321, -0.179, -0.115, 0.137, 0.100, 0.006, -0.689, 0.127, 0.099, -0.061, -0.237, 1.152, -0.307, -0.729, -0.166, -0.359, 0.407, -0.031, 0.133, -0.527, 0.152, -0.187, -0.208, 0.114, 0.077, 0.029, 0.016, 0.116, 0.121, 0.077, -0.058, 0.051, 0.909, 0.129, -0.002, 0.017, -0.223, 0.064, -0.170, 0.118, 0.035, 0.154, 0.099, -0.205, -0.192, 0.118, -0.281, 0.154, 0.087, 0.088, -0.166, 0.395, 0.054, 0.681, 0.085, -0.188, -0.014, 0.122, 0.095, -0.182, 0.087, 0.177, -0.275, 0.028],
  "gap_ev": 3.329,
  "charge": 0,
  "e_tot_ha": -3597.633339
}